No. 1
{
  "formula": "C28H54BBrClO14P2",
  "method": "ωB97M-V with the def2-TZVPD basis set",
  "largest_force_ha_per_bohr": 0.039,
  "gap_ev": 5.878,
  "total_charge": -1,
  "species": ["C", "O", "H", "C", "C", "P", "H", "C", "O", "H", "H", "O", "H", "C", "H", "H", "H", "H", "O", "H", "C", "H", "H", "Cl", "H", "C", "C", "H", "O", "H", "C", "C", "H", "H", "C", "H", "H", "C", "C", "B", "H", "H", "H", "H", "H", "C", "P", "H", "H", "C", "O", "H", "O", "C", "C", "H", "C", "C", "H", "O", "Br", "O", "C", "C", "H", "H", "H", "H", "H", "O", "C", "H", "H", "H", "H", "O", "H", "H", "H", "H", "O", "C", "C", "H", "H", "H", "O", "C", "H", "H", "H", "H", "H", "H", "C", "O", "H", "C", "H", "C", "H"],
  "positions_angstrom": [[-2.403, -8.929, -2.853], [-4.334, -1.160, -3.305], [5.524, 0.115, -0.334], [7.171, 2.898, 2.742], [-2.905, 3.564, -0.704], [-4.186, 0.059, -0.364], [-4.873, -10.024, -4.463], [-1.230, 0.883, -3.195], [-3.537, 3.018, -3.115], [-1.190, 1.925, -3.551], [-7.099, -2.966, -2.936], [7.128, 2.177, 1.493], [-4.035, -7.832, -4.888], [-4.898, 1.188, 4.074], [-4.854, 0.197, 3.628], [-3.265, 0.617, 5.350], [4.993, 0.048, -2.627], [4.322, 1.419, -0.499], [-5.533, 0.718, -0.596], [-3.576, 0.501, -4.217], [9.727, 5.444, 6.456], [-4.460, 3.371, 5.854], [-3.698, 2.617, 1.091], [-1.192, 0.833, -0.186], [8.060, 4.870, 7.745], [6.737, 3.003, 0.493], [-4.141, 1.266, 5.388], [5.491, 4.594, 1.172], [-3.430, -9.809, -2.998], [-6.146, -2.253, -1.605], [4.150, -0.202, -1.959], [4.478, 0.343, -0.570], [-6.337, -0.554, -3.117], [10.522, 3.474, 6.962], [-3.974, 0.222, -3.225], [-3.101, -8.721, -6.090], [0.305, -1.028, -4.017], [-3.972, 3.436, 0.407], [0.833, -0.157, -3.590], [-3.061, 2.504, -1.878], [-4.975, 3.221, 0.022], [-4.169, -3.688, -0.945], [-3.312, -10.796, -4.805], [-1.887, -7.244, -4.090], [2.614, -1.332, -3.663], [-3.295, -8.623, -5.023], [-2.618, 0.598, -1.863], [-3.908, -6.127, -0.943], [8.368, 4.595, 2.174], [-4.174, -5.610, -1.873], [6.900, 3.587, 5.464], [-1.420, 0.176, -4.010], [-4.247, 2.122, 3.198], [-5.706, -1.375, -3.486], [6.557, 4.409, 1.026], [7.620, 6.019, 6.450], [-6.094, -2.616, -2.643], [-2.057, -8.312, -4.191], [-4.771, -6.266, -2.518], [6.541, 2.632, -0.626], [-1.948, -1.728, -1.910], [-3.024, 3.997, 3.468], [8.248, 5.173, 6.714], [10.242, 4.063, 6.086], [6.936, 5.045, 3.103], [-1.165, -8.804, -4.583], [9.833, 6.119, 5.605], [-2.749, 2.860, 5.915], [3.871, -0.177, 0.183], [2.930, 0.326, -2.460], [-4.860, -4.283, -1.560], [-3.234, -5.394, -2.395], [6.249, 2.704, 3.287], [-4.855, 0.851, -3.064], [-3.691, 0.352, 0.934], [-1.857, -8.722, -1.812], [1.195, 0.474, -4.425], [-2.897, 3.676, -3.420], [-4.051, 4.337, 1.025], [4.093, -1.300, -1.931], [0.061, 0.552, -2.670], [-3.583, 3.051, 3.937], [-3.702, 2.722, 5.412], [-1.909, 3.581, -0.246], [-3.026, 4.574, -1.143], [-5.945, 1.484, 4.178], [9.139, 3.411, 5.435], [7.971, 3.995, 5.804], [-4.324, -1.358, -0.373], [10.251, 5.885, 7.302], [6.973, 5.138, 0.335], [-5.994, -1.569, -4.536], [8.008, 2.541, 3.333], [1.794, -1.337, -2.049], [2.075, -0.723, -2.918], [-5.104, -3.616, -2.791], [11.089, 4.101, 5.403], [-3.793, -9.909, -4.384], [-5.797, -4.456, -1.010], [7.315, 4.359, 2.347], [-4.741, 0.969, 6.248]],
  "forces_ev_per_angstrom": [[0.5, 0.2, 0.1], [-0.8, 0.9, 0.2], [-0.1, 0.2, -0.1], [0.0, -0.1, 0.0], [0.1, 0.9, -0.2], [-1.2, -0.2, 0.3], [0.0, -0.1, 0.2], [1.1, -0.6, 0.8], [1.0, -0.7, 0.3], [-0.3, -0.2, 0.0], [0.2, -0.1, 0.0], [0.1, 0.1, -0.1], [0.0, 0.0, 0.0], [-0.1, -0.3, -0.1], [0.0, 0.1, -0.2], [0.0, 0.0, 0.0], [-0.3, 0.1, -0.1], [0.0, -0.1, -0.1], [0.6, -0.2, -0.1], [0.0, 0.2, 0.3], [0.0, 0.2, 0.1], [0.1, 0.1, 0.0], [-0.2, 0.4, -0.5], [0.4, 0.3, 0.7], [-0.1, 0.0, 0.0], [-0.3, 0.0, -0.2], [0.0, 0.0, 0.2], [0.0, 0.0, -0.1], [0.0, 0.0, 0.0], [0.1, -0.3, -0.1], [0.3, 0.3, 0.2], [-0.2, -0.8, 0.1], [0.3, 0.1, -0.1], [0.0, 0.0, 0.0], [0.5, 0.0, -0.7], [0.0, -0.1, 0.0], [-0.2, 0.2, 0.1], [0.0, -0.5, 0.3], [1.0, -0.3, 0.0], [-0.7, 1.0, 0.1], [0.2, -0.1, -0.1], [-0.3, 0.1, 0.0], [0.0, 0.0, 0.0], [0.2, -0.1, 0.1], [-0.1, 0.0, 0.1], [0.1, 0.1, -0.2], [-1.0, 0.5, -1.7], [-0.1, 0.0, -0.2], [0.0, 0.0, 0.0], [0.4, 0.2, 0.0], [0.2, 0.0, 0.0], [-0.4, 0.3, 0.0], [0.1, 0.1, 0.5], [-0.7, -1.1, 0.3], [0.4, 0.1, 0.3], [-0.2, -0.1, 0.1], [0.4, 1.1, -0.2], [-0.5, 0.1, -0.3], [-0.1, 0.1, 0.2], [0.3, 0.0, 0.0], [0.7, -1.3, 0.1], [0.0, -0.1, -0.1], [0.4, 0.2, -0.2], [0.2, 0.1, 0.0], [-0.1, -0.1, 0.0], [0.1, 0.1, 0.1], [0.0, 0.0, 0.0], [0.0, 0.3, 0.0], [-0.1, 0.3, -0.1], [0.2, -0.4, -0.2], [0.5, -0.6, -0.4], [-0.1, 0.0, 0.1], [0.0, 0.0, 0.0], [0.1, -0.2, 0.2], [0.0, -0.2, -0.1], [-0.2, -0.2, 0.1], [-0.3, 0.0, 0.1], [-0.5, 0.3, 0.1], [0.2, -0.1, -0.2], [0.0, 0.1, 0.1], [-0.4, 0.2, -0.6], [0.0, 0.3, 0.0], [0.0, -0.5, 0.1], [-0.2, -0.3, 0.0], [0.0, -0.3, -0.1], [0.0, 0.0, 0.0], [0.0, 0.0, 0.0], [-0.4, 0.0, 0.3], [0.2, 0.2, 0.2], [0.0, -0.1, 0.0], [-0.2, 0.0, -0.2], [0.4, 0.2, 0.0], [0.0, -0.2, -0.1], [-0.1, 0.0, -0.3], [-0.1, 0.5, 0.2], [-0.8, -0.2, 0.4], [-0.1, -0.1, -0.1], [-0.1, 0.0, -0.1], [0.1, 0.1, -0.1], [0.0, 0.2, 0.0], [-0.1, 0.0, -0.1]]
}

No. 2
{
  "formula": "C28H54Br12O15",
  "method": "ωB97M-V with the def2-TZVPD basis set",
  "smiles": "C[C@H]1COC(=O)O1.COC(=O)OC.COC(=O)OC.COC(=O)OC.COC(=O)OC.BrCCBr.BrCCBr.BrCCBr.BrCCBr.BrCCBr.BrCCBr",
  "largest_force_ha_per_bohr": 0.132,
  "gap_ev": 10.088,
  "total_charge": 0,
  "species": ["H", "C", "H", "O", "O", "H", "H", "O", "Br", "Br", "C", "H", "H", "H", "H", "H", "Br", "O", "C", "H", "H", "O", "C", "C", "H", "H", "H", "H", "C", "C", "C", "H", "H", "H", "H", "H", "C", "H", "C", "O", "O", "H", "H", "C", "O", "H", "H", "O", "C", "H", "O", "H", "C", "Br", "H", "H", "Br", "H", "Br", "H", "H", "C", "C", "H", "H", "C", "H", "H", "H", "H", "Br", "H", "H", "O", "H", "O", "C", "O", "O", "H", "C", "H", "C", "Br", "C", "H", "Br", "C", "H", "H", "H", "C", "C", "H", "C", "C", "H", "H", "H", "Br", "C", "C", "C", "H", "O", "H", "H", "Br", "Br"],
  "positions_angstrom": [[3.476, 4.847, 4.334], [9.206, 1.539, -0.968], [3.654, -4.346, 5.431], [6.799, 4.768, -6.217], [-0.247, 1.947, 9.389], [6.217, 6.315, -7.488], [-9.307, -5.046, -1.521], [-1.475, -0.963, -0.729], [-1.904, 4.367, 2.980], [11.187, 2.361, -2.860], [0.519, 6.716, -3.766], [-1.851, -1.002, -2.809], [4.533, -4.022, 2.458], [-0.425, 4.071, 8.847], [-5.245, -3.418, 1.023], [1.129, 3.333, 9.498], [7.935, 0.156, -0.252], [-7.994, -4.854, 0.979], [0.429, 8.149, -4.020], [-2.760, -8.526, -7.291], [-1.799, -2.630, -1.957], [-2.429, -9.753, -4.212], [-2.263, -8.723, -5.200], [0.129, 1.323, 8.293], [-3.530, -6.931, -4.554], [0.237, 8.669, -3.082], [-2.419, 3.955, 6.055], [4.471, 6.059, 6.240], [-7.196, -5.177, 0.086], [4.049, 6.700, 5.466], [-5.188, -4.478, 1.268], [7.986, 6.187, -7.312], [-0.953, -1.614, 7.409], [0.627, -1.198, 6.970], [9.935, 1.832, -0.213], [-4.124, -8.559, -6.335], [4.451, -4.226, 4.698], [8.565, 2.384, -1.218], [-8.536, 0.877, -1.969], [-5.871, -5.265, 0.234], [0.529, -0.621, -1.729], [-7.660, -0.759, -3.076], [5.324, -4.785, 5.036], [-3.144, -9.031, -6.405], [-7.428, -5.696, -1.153], [-1.193, -8.728, -5.404], [-3.378, 2.548, 6.181], [-0.301, 0.109, 8.406], [-2.645, -7.527, -4.330], [-5.684, -4.661, 2.221], [-2.855, -7.988, -3.031], [-3.205, -10.076, -6.709], [3.921, 5.838, 4.246], [5.695, 5.358, 3.524], [4.780, 7.499, 5.344], [-3.326, 2.348, 3.458], [1.873, 6.383, -2.322], [-7.924, 0.510, -4.126], [-10.163, -0.698, -3.992], [1.344, 8.531, -4.472], [1.017, 6.225, -4.603], [9.897, 0.980, -2.116], [5.642, 4.155, -5.987], [-0.233, 3.600, 10.583], [7.131, 5.021, -8.243], [-8.400, 0.016, -3.278], [-0.752, -0.228, 6.385], [10.376, 0.063, -1.774], [4.062, -5.590, 3.058], [-9.200, 1.740, -2.022], [-0.997, 8.557, -5.299], [1.286, 1.059, 1.641], [-8.917, 0.304, -1.123], [-2.610, -9.950, -1.973], [3.379, 6.314, 3.429], [0.009, 0.134, 0.385], [0.041, 3.381, 9.551], [5.658, 3.636, -4.761], [4.739, 4.052, -6.790], [-9.178, -6.812, -1.118], [-0.323, -0.740, 7.247], [4.816, 2.214, -3.336], [-2.558, 2.824, 4.066], [4.813, -2.309, 4.770], [4.771, 2.582, -4.361], [1.571, 1.345, -0.105], [-4.833, 4.440, 5.265], [-2.645, -9.256, -3.017], [-8.689, -6.082, -2.680], [5.227, 1.750, -4.898], [-1.775, 2.073, 4.175], [7.051, 5.629, -7.342], [-3.109, 3.338, 5.479], [-1.806, -6.831, -4.326], [-0.232, -0.523, -0.751], [3.963, -4.520, 3.243], [-3.109, -1.515, -1.792], [-0.476, 6.303, -3.594], [2.074, -0.163, 0.634], [-6.632, 1.328, -1.430], [1.302, 0.606, 0.650], [-8.708, -5.953, -1.598], [-2.025, -1.566, -1.892], [9.143, 0.769, -2.874], [0.684, 1.851, 7.297], [3.718, 2.697, -4.619], [-4.124, -4.708, 1.307], [2.053, -3.950, 3.025], [2.329, 7.330, 6.162]],
  "forces_ev_per_angstrom": [[-0.2, 0.3, 0.7], [-0.9, 1.0, 1.5], [0.0, -0.3, -0.3], [1.4, 0.6, 1.0], [-0.8, 1.2, 0.7], [0.0, 0.0, 0.1], [-0.4, -0.1, 0.6], [-0.5, -0.1, 0.5], [-0.2, -0.9, 0.6], [-0.8, -1.2, 0.6], [0.8, -1.5, -0.4], [0.7, -0.2, 0.1], [-0.1, 0.2, 0.4], [0.0, -0.5, -0.2], [-0.3, 0.0, -0.1], [0.0, 1.1, -0.2], [0.7, 0.6, -0.2], [1.6, -0.5, -2.8], [0.4, 1.7, 0.2], [0.5, 0.1, 0.0], [0.5, 0.2, -0.1], [0.2, -1.2, -1.0], [-0.9, -0.8, 0.5], [1.1, 3.0, -3.1], [-0.1, -0.3, -0.7], [-0.2, 0.3, -0.3], [0.0, 0.3, -0.6], [-0.2, 0.2, 0.2], [-1.1, -0.7, 1.9], [0.7, -1.0, 0.8], [-1.1, 0.0, -0.2], [-0.1, -0.3, 1.1], [-0.3, 0.4, 0.7], [0.4, 0.7, 0.2], [-0.5, -0.2, 0.4], [-0.2, -0.5, 0.5], [-0.9, 0.7, -1.0], [0.1, -0.1, 0.1], [0.4, -0.9, -0.7], [1.1, 0.8, 0.1], [-1.4, 0.1, 2.5], [-0.8, -0.6, 0.2], [0.0, 0.1, -0.4], [0.3, 1.0, -0.8], [1.5, 0.6, 1.2], [-0.1, 0.2, -0.4], [-0.2, -0.3, -0.5], [-0.4, -2.5, -0.4], [0.3, 2.4, -1.0], [0.2, 0.0, 0.0], [-0.1, 1.6, 0.5], [0.0, 0.0, 0.6], [-0.3, -0.3, -1.4], [-0.2, 0.3, 0.2], [-0.6, 0.3, -0.2], [-0.2, 0.3, 0.2], [-0.9, 0.1, -0.4], [-0.6, 0.6, 0.2], [1.4, 0.5, 0.8], [-0.1, 0.1, 0.1], [-0.5, -0.2, 0.0], [0.2, -0.4, -1.2], [-1.1, -0.4, -1.3], [-0.2, 0.0, -0.2], [-0.2, -0.1, 0.0], [0.0, 0.5, 0.6], [0.3, 0.3, 0.1], [0.6, 0.2, -0.6], [-0.6, 0.0, 0.0], [0.6, 0.3, -0.4], [0.2, -0.1, 0.3], [-0.2, 0.0, -0.2], [0.2, -0.3, -0.3], [-0.3, 2.1, -3.3], [0.2, 0.2, 0.1], [-1.0, -1.0, 0.0], [1.3, -1.6, 0.4], [0.5, 0.9, 1.4], [0.4, 0.1, 0.5], [0.0, 0.1, 0.1], [-0.1, -0.5, -0.7], [0.6, 1.3, 0.4], [-0.8, 1.0, 1.2], [0.3, 0.0, 0.3], [0.3, -1.4, -1.6], [0.1, 0.1, 0.1], [1.5, -0.9, 0.1], [0.6, -4.6, 5.0], [0.5, -0.5, 0.1], [-0.8, -0.5, -0.3], [0.3, 0.5, 0.2], [-1.2, -0.6, -1.0], [-0.4, 0.0, -1.2], [0.0, 0.2, 0.2], [1.9, 0.5, -2.7], [0.0, -0.3, 1.0], [0.0, 0.1, 0.5], [0.4, -0.4, 0.6], [-0.3, -0.3, 0.0], [-1.3, 0.0, -0.4], [1.0, 0.6, -0.3], [-1.7, 0.8, -0.7], [-1.0, 0.0, -0.4], [0.6, -0.1, -0.4], [-1.3, -1.5, 2.6], [0.2, 0.4, -0.3], [-0.3, -0.6, -0.3], [1.1, -0.4, 0.1], [0.5, -0.1, -0.4]]
}

E_LUMO, respectively: 1.50; 0.01 eV.
HOMO energy, respectively: -4.4; -10.1 eV.